Below is a molecular structure, C51H49As2BrMnN4OSi at a distorted geometry, with properties calculated with the ωB97M-V functional and the def2-TZVPD basis.

```
110
Properties=species:S:1:pos:R:3:forces:R:3:lowdin_spin:R:1
Mn 0.892745 -0.009050 -0.073462 0.5 0.8 0.6 4.596
Br -1.651040 5.100854 -4.897186 0.0 0.0 0.0 0.000
C -0.690655 4.112368 -3.590420 0.1 0.4 0.1 0.002
C 0.028932 4.809483 -2.584836 -0.1 0.0 -0.2 0.002
C 0.684891 4.130649 -1.609364 0.0 -0.1 -0.1 0.003
C 0.667695 2.694378 -1.542332 -0.4 0.0 -0.5 0.008
O 1.192850 2.092935 -0.569315 0.1 0.1 0.1 0.058
C -0.015162 2.008075 -2.623662 -0.1 0.1 0.1 0.004
C 0.022875 0.602898 -2.823228 -0.3 0.4 -0.4 0.019
N 0.612065 -0.264249 -2.069366 0.5 -1.3 -0.9 0.031
C 0.935460 -1.557778 -2.575282 -0.1 0.2 0.7 0.005
C 0.865762 -1.929475 -3.885634 0.0 -0.2 -0.4 0.001
C 1.195503 -3.241103 -4.303348 -0.1 0.3 -0.2 0.000
C 1.632480 -4.173470 -3.419334 0.1 -0.1 0.1 0.001
C 1.793544 -3.816922 -2.059181 -0.1 0.1 0.0 0.001
C 2.291252 -4.713465 -1.086760 0.0 -0.1 -0.2 0.001
C 2.466353 -4.293459 0.192797 0.1 0.1 0.3 0.002
C 2.122132 -2.964539 0.525711 0.2 -0.3 0.5 0.006
N 1.625614 -2.126119 -0.326809 -0.5 -0.1 -1.2 0.040
C 1.456591 -2.516521 -1.630600 -0.1 0.2 0.1 0.004
C -0.703995 2.762810 -3.615175 0.1 -0.3 0.0 0.000
H 0.038369 5.892203 -2.593832 0.0 0.0 0.0 0.000
H 1.212738 4.660651 -0.825214 0.0 -0.1 0.0 0.000
H -0.474660 0.246798 -3.734177 0.1 0.1 0.0 0.002
H 0.570963 -1.209370 -4.637517 0.0 0.0 0.0 0.000
H 1.112614 -3.493516 -5.353940 0.0 0.0 0.0 0.000
H 1.887566 -5.175594 -3.745022 0.0 0.0 0.0 0.000
H 2.533360 -5.729953 -1.378889 0.0 0.1 0.0 0.000
H 2.865269 -4.951653 0.954171 0.0 0.0 0.0 0.000
H 2.263807 -2.587665 1.535730 0.0 -0.1 0.0 0.001
H -1.232198 2.239711 -4.404695 0.0 0.0 0.0 0.000
C -0.184888 -0.626512 3.553066 0.1 0.0 0.0 0.001
C 1.247584 -0.328169 3.200223 -0.1 0.1 -0.3 0.009
C 2.191943 -0.337940 4.198684 0.1 0.0 0.1 0.003
C 3.525431 -0.040733 3.867277 -0.1 0.0 0.0 0.005
C 3.869121 0.221635 2.574571 -0.1 0.1 -0.1 0.003
C 2.874634 0.174373 1.540201 0.2 -0.2 0.0 0.016
N 1.548672 -0.056337 1.909138 0.8 -0.2 1.0 0.028
N 3.102599 0.263616 0.237865 -0.3 0.0 0.9 0.048
Si 4.416148 1.040380 -0.535688 -0.1 -0.1 -0.1 0.008
C 6.045823 0.138210 -0.326566 0.3 -0.1 0.0 0.002
C 4.587504 2.786153 0.090666 0.1 0.3 0.1 0.001
C 4.019520 1.059329 -2.357401 0.0 0.0 -0.3 0.000
H -0.256311 -1.572225 4.093305 0.0 0.0 0.0 0.000
H -0.805581 -0.699672 2.665605 -0.1 0.0 -0.1 0.000
H -0.587473 0.156917 4.194207 0.0 0.0 0.0 0.000
H 1.899132 -0.562358 5.216807 0.0 0.0 -0.1 0.000
H 4.285291 -0.041418 4.642957 0.0 0.0 -0.1 0.000
H 4.895807 0.419518 2.290252 -0.1 0.0 0.0 0.000
H 6.549490 0.381466 0.615883 -0.1 -0.1 -0.1 0.000
H 6.730551 0.401940 -1.143311 -0.1 0.0 0.1 0.000
H 5.888753 -0.945834 -0.358446 0.0 0.1 0.0 0.000
H 4.805843 2.804019 1.163672 0.0 0.0 -0.1 0.000
H 3.635461 3.301451 -0.069811 0.1 0.0 0.0 0.000
H 5.378353 3.341886 -0.425598 -0.1 -0.1 0.1 0.000
H 4.151027 0.062552 -2.796207 0.0 0.1 0.0 0.000
H 4.668315 1.755333 -2.901643 -0.1 -0.1 0.0 0.000
H 2.980690 1.366132 -2.513494 0.1 0.0 0.0 0.000
C -3.115201 -0.455637 -0.096559 0.2 0.3 0.2 0.000
C -3.072693 0.623952 1.000995 0.1 -0.3 -0.2 0.002
As -1.378296 1.636833 0.781985 -0.6 0.3 0.0 0.025
C -2.160752 3.244681 -0.047917 0.0 -0.1 -0.1 0.007
C -1.970290 4.518287 0.479538 0.0 0.0 0.0 0.002
C -2.551181 5.627579 -0.123936 0.0 0.0 0.0 0.000
C -3.326867 5.481708 -1.266416 0.0 -0.1 0.0 0.002
C -3.506629 4.217358 -1.814413 0.0 0.0 0.1 0.000
C -2.919319 3.111752 -1.212842 0.0 0.0 0.1 0.002
C -1.082515 2.408425 2.537599 0.1 0.0 0.0 0.003
C -2.098490 2.566672 3.474629 0.1 0.0 0.1 0.001
C -1.825268 3.138803 4.710093 0.1 0.0 0.0 0.000
C -0.534856 3.563463 5.010363 0.0 0.0 0.0 0.000
C 0.478288 3.424190 4.069867 0.0 0.0 0.0 0.000
C 0.206148 2.845688 2.834294 0.0 0.0 0.1 0.000
As -1.617566 -1.728158 0.050327 -0.5 -0.2 -0.2 0.024
C -2.309452 -2.931479 1.420950 0.1 0.0 0.1 0.007
C -1.372440 -3.618310 2.189452 0.0 0.0 0.0 0.001
C -1.778223 -4.522695 3.163652 0.0 0.0 0.0 0.000
C -3.131667 -4.749784 3.373008 0.0 0.0 0.0 0.000
C -4.072510 -4.067124 2.610188 0.0 0.0 0.0 0.000
C -3.662849 -3.160663 1.641428 0.0 -0.1 0.1 0.001
C -2.078295 -2.851928 -1.493432 0.1 0.1 -0.1 0.003
C -1.873246 -4.228783 -1.435107 0.0 0.0 0.0 0.001
C -2.140139 -5.032791 -2.535669 0.0 0.0 0.0 0.000
C -2.608064 -4.470102 -3.716737 0.0 0.0 0.0 0.001
C -2.801573 -3.097062 -3.791123 0.1 0.0 0.1 0.000
C -2.531714 -2.293374 -2.687969 0.0 -0.1 0.0 0.001
H -2.992122 0.015358 -1.070881 0.0 0.0 -0.1 0.000
H -4.061256 -0.989253 -0.121554 -0.1 0.0 0.0 0.000
H -3.118964 0.169757 1.991244 0.1 0.0 0.1 0.000
H -3.913380 1.305144 0.897832 -0.1 0.1 0.0 0.000
H -1.366056 4.654996 1.367233 0.0 0.0 0.0 0.000
H -2.396260 6.611539 0.303699 0.0 0.0 0.0 0.000
H -3.784049 6.346893 -1.732217 0.0 0.0 0.0 0.000
H -4.093985 4.092444 -2.717005 0.0 0.0 0.0 0.000
H -3.045964 2.136700 -1.671986 0.0 0.0 0.0 0.000
H -3.104896 2.238378 3.247003 0.0 0.0 0.0 0.000
H -2.618700 3.253951 5.438941 0.0 0.0 0.0 0.000
H -0.320862 4.003545 5.977805 0.0 0.0 -0.1 0.000
H 1.482975 3.760358 4.299182 0.0 0.0 0.0 0.000
H 0.996114 2.721421 2.101618 0.0 0.0 0.0 0.000
H -0.314106 -3.443247 2.025863 0.0 0.0 0.0 0.000
H -1.038846 -5.042078 3.761894 0.0 0.0 0.0 0.000
H -3.454259 -5.458281 4.125933 0.0 0.0 0.0 0.000
H -5.129397 -4.245610 2.766093 0.0 0.0 0.0 0.000
H -4.411888 -2.644755 1.054655 0.0 0.0 0.0 0.000
H -1.509609 -4.681239 -0.519733 0.0 0.0 0.0 0.000
H -1.981940 -6.103542 -2.469795 0.0 0.1 0.0 0.000
H -2.818461 -5.097990 -4.574918 0.0 0.0 0.0 0.000
H -3.160225 -2.646618 -4.709239 0.0 0.0 0.0 0.000
H -2.675347 -1.222978 -2.773976 0.0 0.0 0.0 0.000
```
Positions in Å, forces in eV/Å.

The calculation puts the energy relative to the best compared isomer or geometry (same formula, charge and spin) at 0.0750 eV. Its spin multiplicity is 6. The expectation value of S² is 8.76. Its orbital gap (spin up / spin down) is 0.2366 / 0.2368 Eh.

---

Below is a molecular structure, C51H49Br2CaClIN5O9 at a distorted geometry, with properties calculated with the ωB97M-V functional and the def2-TZVPD basis.

```
119
Properties=species:S:1:pos:R:3:forces:R:3:mulliken_charge:R:1
Ca 0.566341 -0.707526 -0.514829 0.4 0.6 1.0 1.061
C -5.320509 -1.524897 3.024785 0.0 0.1 0.0 -1.281
C -4.417802 -2.506069 3.780455 0.0 0.2 -0.1 0.570
C -3.658377 -3.407077 2.807189 0.1 -0.1 -0.2 -1.513
C -3.559712 -1.780165 4.799940 -0.1 -0.1 0.1 0.818
C -3.967871 -1.830572 6.129467 0.0 0.0 0.0 -0.912
C -3.267638 -1.185618 7.137592 0.0 0.0 -0.1 -1.419
C -2.128727 -0.474904 6.795076 0.0 0.0 -0.1 -0.365
C -1.689486 -0.397244 5.475614 -0.1 0.1 0.0 0.244
C -0.495718 0.470649 5.137428 0.0 -0.1 0.1 2.151
C 0.702776 0.210014 6.047520 0.1 0.0 0.0 -1.787
C -0.897259 1.943975 5.169432 0.0 -0.1 0.0 -0.689
C -2.413232 -1.042509 4.448869 0.3 0.2 0.0 -0.168
N -2.012248 -1.032523 3.103240 -0.1 0.2 0.0 0.045
C -2.446397 -0.036500 2.363984 -0.1 0.1 -0.1 -0.302
O -3.026260 1.027611 2.708448 0.2 -0.5 0.0 -0.392
C -2.456403 -0.339631 0.857226 0.4 -0.4 0.0 -0.105
C -3.544571 0.147845 0.140653 0.0 0.1 -0.1 -0.574
C -3.751402 -0.276323 -1.157208 0.0 0.0 0.0 -1.414
C -2.901678 -1.224184 -1.711929 0.0 0.1 0.0 -0.783
C -1.821558 -1.647342 -0.965279 0.0 -0.3 0.6 0.087
N -1.570467 -1.182836 0.287028 -1.2 -0.1 0.0 0.861
C -0.950094 -2.843249 -1.467175 0.1 0.1 0.2 0.480
O -1.545421 -3.677390 -2.157761 0.0 0.0 0.0 -0.822
N 0.320276 -2.838164 -1.044942 -0.7 -1.0 -0.2 1.474
C 1.055500 -4.052542 -1.074948 -0.1 0.3 -0.3 -1.846
C 2.046905 -4.246198 -2.050875 0.0 0.0 -0.1 1.081
C 2.779342 -5.428510 -2.050784 0.0 0.1 0.0 -0.538
C 2.559130 -6.402030 -1.089398 -0.1 0.0 0.1 -1.463
C 1.600561 -6.185530 -0.112247 0.0 0.0 -0.1 -0.671
C 0.839698 -5.020215 -0.086584 0.0 -0.2 0.1 0.765
C -0.227724 -4.849967 0.976833 0.0 0.0 0.1 2.131
C 0.277960 -5.206546 2.377992 0.0 0.1 0.0 -1.633
C -1.463364 -5.687249 0.628708 0.0 0.0 -0.1 -1.582
C 2.259396 -3.195798 -3.123381 0.0 -0.2 0.0 2.716
C 1.300851 -3.441242 -4.294383 0.0 0.0 0.0 -1.494
C 3.705262 -3.099630 -3.601807 0.0 0.0 0.0 -2.031
H -5.940448 -2.054150 2.292252 0.0 0.0 0.0 0.447
H -4.726973 -0.771617 2.501031 -0.1 -0.1 0.1 0.064
H -5.978645 -0.993804 3.717355 0.0 0.0 0.0 0.369
H -5.067661 -3.161288 4.367481 -0.1 0.0 0.0 0.749
H -3.235796 -2.850197 1.969115 0.0 -0.1 0.1 0.051
H -4.336287 -4.171563 2.413456 0.0 0.0 0.0 0.520
H -2.826094 -3.907595 3.304483 0.0 0.0 0.0 0.245
H -4.866496 -2.390631 6.373783 0.0 0.0 0.0 0.347
H -3.605751 -1.233078 8.166150 0.0 0.0 0.0 0.342
H -1.580215 0.051967 7.569672 0.0 0.0 0.0 0.255
H -0.220042 0.223733 4.113578 0.1 0.0 -0.1 -0.698
H 0.447107 0.329014 7.104245 0.0 0.0 0.0 0.302
H 1.503989 0.925433 5.834500 0.0 -0.1 -0.1 0.434
H 1.090453 -0.803109 5.908572 0.0 0.0 0.0 0.385
H -1.229866 2.230951 6.175827 0.1 0.0 -0.1 0.243
H -1.718201 2.104798 4.470041 0.3 -0.4 0.3 -0.748
H -0.055413 2.585287 4.884430 0.0 0.0 0.0 0.579
H -4.207281 0.838419 0.646391 0.1 0.0 -0.1 0.544
H -4.593007 0.100796 -1.726424 0.0 0.0 0.0 0.395
H -3.053349 -1.649580 -2.693866 0.0 0.0 0.0 0.582
H 3.534284 -5.591433 -2.811201 0.0 0.0 0.0 0.229
H 3.135673 -7.320024 -1.097432 0.0 0.0 0.0 0.335
H 1.433137 -6.944034 0.644519 0.0 0.0 0.0 0.277
H -0.521207 -3.796715 0.996918 0.0 0.0 0.0 -0.411
H 0.516010 -6.270709 2.464967 0.0 0.0 0.0 0.362
H -0.487513 -4.973541 3.121615 0.0 0.0 0.0 0.249
H 1.176464 -4.641423 2.638269 0.0 0.0 0.0 0.394
H -1.199995 -6.751132 0.618115 0.0 0.0 0.0 0.386
H -1.849981 -5.419998 -0.357840 0.1 0.0 0.1 0.334
H -2.252531 -5.533675 1.364595 -0.1 0.0 0.1 0.350
H 2.002513 -2.237095 -2.679641 0.0 0.1 0.1 -1.295
H 1.531309 -4.401722 -4.767057 0.0 0.0 0.0 0.341
H 1.398825 -2.653277 -5.048937 0.0 0.0 0.0 0.349
H 0.263735 -3.475480 -3.954681 0.0 0.0 0.0 0.282
H 4.012282 -3.999397 -4.145204 0.0 0.0 0.0 0.415
H 4.382588 -2.942287 -2.760991 0.0 0.0 0.0 0.462
H 3.810659 -2.253386 -4.286889 0.0 0.0 0.0 0.400
Br 1.593346 1.532069 1.836703 -0.1 0.0 0.2 -0.091
C 2.694010 0.075552 2.458315 0.0 0.0 0.0 -1.006
Br 1.836622 -1.637082 2.283684 -0.1 0.0 0.1 -0.020
H 2.880259 0.236467 3.509172 0.0 0.0 0.1 0.595
H 3.601762 0.062662 1.870924 0.0 0.0 -0.1 0.494
O 0.812334 5.345050 -2.305821 -0.2 1.0 0.2 -0.614
C -0.009240 5.836739 -1.396025 0.1 -0.2 -0.1 0.329
O -0.137172 7.025969 -1.219914 -0.1 0.1 0.1 -0.660
C -0.768413 4.833135 -0.587962 -0.2 0.2 0.3 -0.137
C -1.688796 5.155838 0.395216 -0.1 -0.3 0.1 -0.147
Cl -2.299362 6.648806 0.952863 0.1 -0.1 -0.1 -0.187
N -2.140196 3.994566 0.937923 -0.1 0.2 0.1 0.618
N -1.572979 2.925648 0.370616 -0.3 0.2 0.3 0.143
C -0.759972 3.406495 -0.537848 0.2 0.2 -0.3 0.108
C -0.038285 2.421901 -1.383416 0.5 0.1 -0.5 0.289
O 0.711731 2.876124 -2.285766 -0.2 -0.5 0.2 -0.923
O -0.235509 1.215572 -1.139022 -0.3 0.5 -0.1 0.226
C -3.109055 3.828987 1.983227 0.0 0.3 0.0 -0.399
C -2.675602 3.726438 3.288015 -0.1 0.3 -0.1 -0.347
C -3.612598 3.585599 4.300959 -0.2 0.2 -0.1 -0.158
C -4.966540 3.551217 3.995170 0.1 0.0 -0.1 -0.643
C -5.387189 3.654260 2.674209 0.1 0.0 0.0 -0.848
C -4.451634 3.796002 1.659362 -0.1 0.0 0.0 -0.031
H 0.756188 4.346737 -2.287084 0.2 -0.8 -0.3 0.511
H -1.613720 3.715890 3.497641 -0.1 0.2 -0.1 0.528
H -3.280815 3.481511 5.325785 0.0 0.0 0.0 0.318
H -5.694758 3.421285 4.785696 0.0 0.0 0.0 0.396
H -6.441343 3.614524 2.431956 0.0 0.0 0.0 0.378
H -4.751587 3.861909 0.621481 0.0 0.0 0.0 0.445
O -0.222866 -0.290127 -3.863914 -0.1 0.2 -0.3 -0.345
C 0.637216 -0.165305 -3.150169 0.0 -0.3 -0.4 0.347
I 6.871248 5.205385 -1.362467 0.1 0.1 0.0 0.013
C 5.871367 3.378495 -1.171667 -0.1 -0.1 0.0 -0.022
C 6.570841 2.274187 -0.703157 -0.1 -0.1 0.0 -0.567
C 5.903628 1.060327 -0.588523 0.1 0.1 -0.1 -0.536
C 4.557332 0.957968 -0.914001 0.1 0.2 0.1 0.302
C 3.874603 2.079024 -1.371170 0.0 0.1 0.0 0.101
C 4.529140 3.297468 -1.515502 0.1 -0.1 0.0 -0.484
C 3.837870 -0.363533 -0.742665 -0.5 0.2 0.0 -0.439
O 4.485540 -1.401260 -0.781347 0.1 -0.2 0.1 -0.781
O 2.572833 -0.246216 -0.553227 2.0 0.0 -0.3 0.076
H 7.615273 2.358652 -0.433968 0.0 0.0 0.0 0.361
H 6.419203 0.170179 -0.249546 0.0 0.0 0.0 0.451
H 2.824814 1.995049 -1.622509 0.0 0.0 0.0 0.268
H 3.994479 4.165113 -1.880680 0.0 0.0 0.0 0.526
```
Positions in Å, forces in eV/Å.

As for the total charge: -2. Its orbital gap is 0.2445 Eh.